Record 1
90
Properties=species:S:1:pos:R:3 method="wB97M-V/def2-TZVPD" s2=0.755 charge=+2 e_homo_ev="-13.5 / -13.5" spin_multiplicity=2 homo_lumo_gap_ev="7.541 / 7.454"
Ti -0.84 0.12 0.25
C -1.44 -3.78 -1.68
C -1.51 -2.39 -1.69
N -0.97 -1.90 -0.57
N -0.56 -2.95 0.17
C -0.82 -4.09 -0.49
B 0.32 -2.74 1.44
N 1.53 -1.86 0.99
C 2.86 -1.99 1.04
C 3.46 -0.88 0.49
C 2.39 -0.08 0.10
N 1.23 -0.67 0.40
N -0.44 -1.88 2.50
C -0.65 -2.14 3.80
C -1.22 -1.03 4.39
C -1.32 -0.10 3.36
N -0.84 -0.62 2.23
N 0.61 -4.09 2.04
C 1.71 -4.82 2.36
C 1.30 -5.99 2.93
C -0.10 -5.90 2.93
N -0.51 -4.77 2.40
H -1.78 -4.46 -2.44
H -1.92 -1.73 -2.43
H -0.55 -5.04 -0.06
H 3.33 -2.86 1.47
H 4.51 -0.68 0.38
H 2.40 0.90 -0.35
H -0.39 -3.10 4.21
H -1.51 -0.91 5.42
H -1.70 0.90 3.38
H 2.72 -4.49 2.16
H 1.92 -6.79 3.29
H -0.82 -6.62 3.30
N -4.93 -1.20 0.86
C -3.63 -1.35 1.03
N -3.02 -0.31 0.47
C -4.04 0.44 -0.04
N -5.22 -0.07 0.18
C -3.70 1.68 -0.72
C -4.63 2.64 -1.10
N -4.24 3.78 -1.66
C -2.94 3.96 -1.82
C -2.01 3.01 -1.44
N -2.38 1.85 -0.90
H -5.68 -1.81 1.16
H -3.16 -2.18 1.53
H -5.69 2.48 -0.96
H -2.61 4.90 -2.26
H -0.94 3.17 -1.60
C 1.11 -1.10 -3.34
Te 0.35 0.70 -2.49
C -1.23 0.61 -3.94
C -0.93 -0.63 -4.75
C -1.80 -0.99 -5.79
C -1.56 -2.13 -6.54
C -0.45 -2.92 -6.26
C 0.40 -2.58 -5.24
C 0.17 -1.43 -4.47
H 1.12 -1.88 -2.57
H 2.12 -0.90 -3.67
H -1.20 1.52 -4.52
H -2.19 0.53 -3.44
H -2.66 -0.37 -6.00
H -2.23 -2.40 -7.34
H -0.26 -3.81 -6.85
H 1.27 -3.20 -5.02
C 5.40 4.92 2.39
C 4.02 4.42 2.10
C 3.11 5.20 1.38
C 1.83 4.76 1.12
C 0.91 5.67 0.34
C 1.45 3.46 1.56
C 0.16 3.02 1.14
O -0.21 1.84 0.95
C 2.34 2.68 2.34
C 1.91 1.44 3.07
C 3.60 3.19 2.59
H 5.61 5.85 1.87
H 6.14 4.18 2.09
H 5.52 5.08 3.46
H 3.42 6.18 1.02
H 1.41 6.61 0.14
H 0.00 5.90 0.89
H 0.64 5.24 -0.63
H -0.58 3.79 0.92
H 1.37 1.72 3.97
H 2.79 0.87 3.38
H 1.27 0.80 2.48
H 4.29 2.61 3.20

Record 2
18
Properties=species:S:1:pos:R:3 method="wB97M-V/def2-TZVPD" charge=-1 e_homo_ev=-3.7 homo_lumo_gap_ev=3.104
C -0.10 -1.05 1.06
C 0.18 0.30 0.51
C -0.03 0.55 -0.99
O -1.66 0.86 1.92
C 0.91 -2.14 0.37
O 2.23 -1.72 0.51
H -1.09 -1.24 0.87
H 0.07 -1.09 2.13
H -0.44 0.97 1.02
H 1.25 0.52 0.73
H 0.76 1.22 -1.24
H -0.92 1.10 -1.25
H -2.19 1.64 2.04
H 0.63 -2.19 -0.74
H 0.76 -3.08 0.93
H -0.08 3.21 -3.46
H -0.02 -0.36 -1.51
O -0.25 2.48 -2.88

Record 3
93
Properties=species:S:1:pos:R:3 method="wB97M-V/def2-TZVPD" s2=0.758 e_homo_ev="-6.9 / -6.9" spin_multiplicity=2 homo_lumo_gap_ev="6.518 / 6.476"
Re 0.96 -0.33 -0.29
C -1.19 3.66 -5.07
C -0.61 2.44 -4.41
C -1.33 1.25 -4.33
C -0.83 0.15 -3.65
C 0.43 0.19 -3.05
N 0.94 -0.85 -2.25
C 1.17 -2.08 -2.85
C 0.91 -2.28 -4.22
C 0.94 -3.52 -4.82
C 1.24 -4.66 -4.09
C 1.22 -6.03 -4.71
C 1.60 -4.48 -2.77
C 1.64 -3.22 -2.17
N 2.25 -3.16 -0.87
C 3.07 -4.11 -0.36
C 3.45 -3.71 0.89
C 2.83 -2.48 1.07
N 2.12 -2.14 0.00
C 1.14 1.38 -3.14
C 0.64 2.49 -3.80
N 2.40 1.48 -2.48
C 3.49 2.14 -2.91
C 4.45 2.03 -1.94
C 3.85 1.27 -0.93
N 2.61 0.94 -1.26
H -1.96 3.39 -5.79
H -1.65 4.31 -4.32
H -0.42 4.24 -5.58
H -2.31 1.20 -4.77
H -1.42 -0.75 -3.57
H 0.65 -1.42 -4.82
H 0.71 -3.60 -5.88
H 0.51 -6.08 -5.53
H 2.20 -6.30 -5.11
H 0.93 -6.79 -3.98
H 1.84 -5.35 -2.18
H 3.34 -4.98 -0.93
H 4.10 -4.23 1.58
H 2.86 -1.82 1.91
H 1.20 3.42 -3.78
H 3.49 2.62 -3.88
H 5.45 2.43 -1.96
H 4.26 0.94 0.01
C -3.66 2.97 3.85
Te -2.23 3.17 2.25
C -3.84 2.38 1.09
C -5.10 2.75 1.82
C -6.33 2.80 1.19
C -7.48 3.16 1.89
C -7.39 3.46 3.24
C -6.16 3.41 3.88
C -5.01 3.05 3.19
H -3.53 3.73 4.61
H -3.51 1.99 4.30
H -3.71 1.31 1.01
H -3.79 2.80 0.09
H -6.40 2.58 0.13
H -8.43 3.21 1.38
H -8.28 3.75 3.79
H -6.09 3.65 4.94
C -0.77 -1.49 0.11
C -1.28 -1.48 1.53
C -0.48 -1.84 2.61
C -0.97 -1.83 3.91
C -2.29 -1.46 4.16
C -3.10 -1.11 3.09
C -2.60 -1.13 1.80
H -1.57 -1.12 -0.54
H -0.57 -2.52 -0.20
H 0.55 -2.13 2.44
H -0.33 -2.12 4.73
H -2.67 -1.45 5.17
H -4.14 -0.83 3.26
H -3.25 -0.87 0.97
C 2.56 -0.49 4.32
Ge 3.18 0.53 2.76
C 3.53 2.37 3.36
C 4.93 -0.23 2.25
C 1.74 0.63 1.42
H 3.20 -0.26 5.18
H 2.59 -1.57 4.17
H 1.54 -0.21 4.57
H 4.27 2.38 4.16
H 2.61 2.83 3.72
H 3.91 2.97 2.53
H 5.36 -0.71 3.13
H 5.62 0.55 1.93
H 4.89 -0.99 1.46
H 1.70 1.71 1.20
H 0.82 0.44 2.02
N -0.96 2.28 -0.45
C -0.26 1.36 -0.47

Record 4
10
Properties=species:S:1:pos:R:3 method="wB97M-V/def2-TZVPD" charge=+1 e_homo_ev=-15.4 homo_lumo_gap_ev=9.105
C -0.11 0.02 -0.21
N 0.02 -1.05 1.53
N 1.10 0.30 -0.60
N -1.30 0.16 -0.62
Br 1.47 1.40 -2.25
H 0.94 -1.08 1.86
H -0.56 -0.39 1.93
H 1.85 0.26 0.00
H -2.16 -0.36 -0.18
H -1.25 0.72 -1.46

Record 5
14
Properties=species:S:1:pos:R:3 method="wB97M-V/def2-TZVPD" charge=-1 e_homo_ev=-2.7 homo_lumo_gap_ev=6.880
C 2.29 0.35 1.00
O 1.66 1.52 0.47
H 2.03 -0.50 0.40
H 1.94 0.19 2.01
H 3.46 0.40 1.00
C -1.59 0.00 -1.41
C -1.37 -0.89 -0.11
S -1.06 0.05 1.46
H -2.60 0.71 -1.36
H -0.68 0.70 -1.63
H -1.73 -0.81 -2.20
H -0.73 -1.69 -0.39
H -2.35 -1.42 0.01
H 0.72 1.38 0.74

Record 6
84
Properties=species:S:1:pos:R:3 method="wB97M-V/def2-TZVPD" s2=8.780 charge=-2 e_homo_ev="2.1 / -3.0" spin_multiplicity=6 homo_lumo_gap_ev="1.228 / 6.723"
Ir 0.80 -1.05 -0.84
Cl -0.12 0.39 -2.39
C 2.97 -4.37 -0.63
C 2.11 -2.37 -1.17
N 1.85 -3.70 -1.05
H 4.99 -3.60 -0.26
N 3.45 -2.25 -0.89
H 2.99 -5.42 -0.44
C 0.50 -4.28 -1.18
C 0.67 -5.73 -1.57
C -0.22 -4.18 0.16
H 1.19 -6.30 -0.79
H -0.32 -6.18 -1.71
H 1.23 -5.82 -2.51
H -1.28 -3.93 -2.30
H 0.22 -3.52 -3.20
H -0.29 -3.14 0.50
C -0.27 -3.49 -2.22
H 0.30 -4.78 0.92
H -1.24 -4.57 0.03
H -0.42 -2.41 -1.94
C 3.97 -3.46 -0.54
C 4.13 -0.39 0.56
H 4.60 -1.08 1.28
H 4.68 0.56 0.56
C 4.18 -0.98 -0.85
H 4.11 0.94 -1.78
C 5.62 -1.29 -1.23
H 5.68 -1.76 -2.22
H 3.09 -0.18 0.87
H 2.49 0.26 -1.52
H 6.09 -1.95 -0.50
H 6.19 -0.35 -1.25
C 3.54 0.00 -1.81
H 3.53 -0.38 -2.84
C -3.89 3.69 -1.55
N -3.54 2.57 -0.79
H -2.72 5.51 -1.92
N -1.90 3.95 -0.64
H -4.80 3.75 -2.12
C -4.11 1.23 -0.92
C -5.59 1.23 -0.60
C -3.85 0.75 -2.34
H -6.17 1.86 -1.28
H -5.95 0.20 -0.69
H -5.75 1.55 0.43
H -3.75 -0.67 0.00
H -3.51 0.72 1.09
H -2.77 0.74 -2.54
C -3.37 0.35 0.07
H -4.37 1.38 -3.07
H -4.22 -0.28 -2.44
H -2.30 0.33 -0.15
C -2.86 4.56 -1.45
C 0.11 4.10 -1.98
H -0.35 4.79 -2.70
H 1.18 4.30 -1.95
C -0.47 4.29 -0.59
H 1.26 3.49 0.39
C -0.27 5.71 -0.10
H -0.67 5.82 0.92
H -0.04 3.06 -2.30
H 0.01 2.28 0.08
H -0.73 6.45 -0.75
H 0.81 5.90 -0.06
C 0.18 3.32 0.38
H -0.20 3.46 1.39
C -2.37 2.79 -0.18
O 0.97 2.72 3.49
S 1.43 1.36 3.41
O 2.74 1.02 3.91
N 1.19 0.73 1.87
C 0.20 -0.16 1.86
O -0.27 -0.67 0.75
C -0.38 -0.49 3.16
C -1.40 -1.40 3.50
C -1.79 -1.46 4.84
C -1.19 -0.64 5.81
C -0.17 0.25 5.46
C 0.22 0.29 4.13
H -1.84 -2.03 2.73
H -2.57 -2.15 5.15
H -1.51 -0.68 6.86
H 0.33 0.91 6.17

Energy, respectively: -3323.19667 -384.41990 -4302.32535 -2778.98929 -593.11846 -2593.48296 hartree.